# 1
C15H11ClN4O2 | the ωB97M-V functional and the def2-TZVPD basis

Computed properties:
Gap between HOMO and LUMO (hartree): 0.2933
Energy above the lowest of the compared OMol25 structures with the same formula, charge and spin (kcal per mole): 60.5
SMILES string: N/N=C1\C(OC(=O)Nc2cccc(Cl)c2)=Nc2ccccc21
Strongest force on any atom (eV/A): 4.79
Multiplicity: 1

Structure (XYZ):
```
33
Properties=species:S:1:pos:R:3:forces:R:3:lowdin_charge:R:1
N 3.389 1.068 2.663 -0.775 0.739 0.035 0.049
N 3.657 0.148 1.722 0.495 1.758 1.791 0.087
C 2.783 0.017 0.810 -0.499 0.655 1.236 -0.198
C 1.359 0.460 0.688 0.479 0.077 -1.480 -0.214
O 0.679 1.185 1.620 -0.318 0.202 -1.052 0.102
C -0.649 1.621 1.316 -2.766 2.908 2.608 -0.434
O -1.128 2.638 1.867 2.394 -2.945 -1.413 0.081
N -1.383 0.781 0.583 2.795 -1.797 -1.267 0.125
C -2.742 0.571 0.503 -1.743 -0.391 1.149 -0.244
C -3.423 0.147 1.654 -0.932 0.781 -1.253 0.005
C -4.810 -0.044 1.593 -1.032 0.714 -0.020 -0.053
C -5.530 0.220 0.393 1.612 -1.340 -0.156 -0.079
C -4.762 0.396 -0.765 -0.935 -0.133 0.373 -0.643
Cl -5.375 0.391 -2.415 -0.486 -0.007 0.648 0.648
C -3.407 0.551 -0.693 0.892 0.643 -2.138 -0.079
N 0.908 0.092 -0.471 -0.144 0.004 0.815 0.156
C 1.951 -0.589 -1.149 -1.666 -0.571 -1.697 -0.211
C 1.811 -1.193 -2.414 1.824 -0.044 -0.339 0.001
C 2.954 -1.764 -3.045 -0.384 1.519 2.520 -0.067
C 4.154 -1.716 -2.277 -0.564 -0.369 -0.710 -0.083
C 4.234 -1.217 -0.945 0.427 -0.481 -0.875 0.002
C 3.093 -0.628 -0.398 1.006 -1.772 -1.891 -0.163
H 4.065 1.219 3.399 0.052 -0.277 -0.472 0.100
H 2.750 1.876 2.453 0.767 -1.445 0.337 0.133
H -0.811 0.083 0.066 -0.415 0.732 0.158 0.129
H -2.765 0.068 2.476 -0.090 -0.316 1.309 0.108
H -5.476 -0.311 2.450 1.164 0.145 -0.551 0.118
H -6.569 -0.040 0.326 -0.384 0.323 0.043 0.098
H -2.937 0.659 -1.697 0.199 0.167 1.196 0.121
H 0.930 -1.156 -3.001 -1.001 0.206 0.007 0.091
H 2.915 -2.121 -4.080 0.100 0.038 0.628 0.103
H 4.972 -2.118 -2.879 0.446 0.141 1.002 0.094
H 5.161 -1.297 -0.352 -0.521 0.137 -0.541 0.116
```
Forces are in eV/Å.

***

# 2
C7H10N | the ωB97M-V functional and the def2-TZVPD basis

Computed properties:
Gap between HOMO and LUMO (spin up / spin down) (hartree): 0.2876 / 0.2877
Energy above the lowest of the compared OMol25 structures with the same formula, charge and spin (kcal per mole): 64.8
SMILES string: CC/C=C\C#CC=[NH2+]
Strongest force on any atom (eV/A): 5.86
Charge: +1
Multiplicity: 1

Structure (XYZ):
```
18
Properties=species:S:1:pos:R:3:forces:R:3:lowdin_charge:R:1
C 2.904 -0.823 -0.162 -0.118 -2.456 -1.812 -0.073
C 1.450 -0.371 0.129 0.182 0.039 -2.015 -0.219
C 1.394 1.080 0.236 0.474 0.623 0.083 -0.043
C 0.282 1.812 -0.004 0.857 1.783 0.931 -0.072
C -0.865 1.086 -0.227 -1.330 -1.484 -0.043 0.049
C -1.652 0.130 -0.354 0.838 1.073 -0.049 0.033
C -2.655 -0.784 -0.183 -2.682 1.763 0.242 -0.011
N -3.880 -0.312 0.221 5.533 -1.228 -1.483 0.212
H 3.361 -1.819 0.160 -1.667 0.845 -0.232 0.104
H 3.658 -0.198 0.208 0.665 1.627 0.731 0.040
H 3.039 -0.811 -1.281 -0.109 -0.006 1.058 0.099
H 0.931 -0.687 0.988 -0.041 -1.034 1.740 0.116
H 0.621 -0.595 -0.631 1.810 -0.427 0.436 0.128
H 2.276 1.628 0.594 -0.284 -0.275 -0.198 0.143
H 0.397 2.883 0.296 -0.969 -0.937 -0.726 0.143
H -2.663 -1.845 -0.455 0.645 0.279 0.517 0.156
H -4.090 0.624 0.089 -0.657 1.974 0.255 0.115
H -4.507 -0.998 0.377 -3.146 -2.159 0.567 0.081
```
Forces are in eV/Å.

***

> What is the formula in the second record?

C7H10N